[1]
Formula: C2H3NP2
Source: the Open Molecules 2025 dataset
Level of theory: the ωB97M-V functional and the def2-TZVPD basis

The geometry in ORCA input format:
```
! RIJCOSX wB97M-V def2-TZVPD def2/J DEFGRID3
* xyz 0 1
P -1.157 1.271 -0.205
P -1.850 -0.753 -0.005
N 0.771 -0.568 -0.530
C 0.557 0.690 -0.413
C -0.291 -1.375 -0.367
H -0.111 -2.435 -0.453
H 1.381 1.380 -0.527
H -1.170 1.177 1.177
*
```

The orbital gap comes out at 8.6052 eV. The calculation puts the energy relative to the best compared isomer or geometry (same formula, charge and spin) at 0.2833 eV. Its largest force on an atom is 0.0380 Eh/bohr. As for the SMILES: C1=NC=[PH]=P1.



[2]
Formula: C3H10N
Source: the Open Molecules 2025 dataset
Level of theory: the ωB97M-V functional and the def2-TZVPD basis

The geometry in ORCA input format:
```
! RIJCOSX wB97M-V def2-TZVPD def2/J DEFGRID3
* xyz 1 1
N 2.509 -0.174 0.250
C -2.385 0.518 -0.019
C -1.443 -0.578 0.143
C 1.332 0.347 -0.420
H 1.144 0.227 -1.533
H -0.984 -1.210 -0.655
H 3.295 0.187 -0.337
H -2.714 0.721 -1.083
H -2.154 1.515 0.323
H -1.007 -0.813 1.083
H 2.547 0.372 1.131
H 0.465 -0.160 -0.035
H -3.146 0.223 0.716
H 2.544 -1.175 0.436
*
```

The orbital gap (spin up / spin down) comes out at 5.3647 / 11.3722 eV. The calculation puts the energy relative to the best compared isomer or geometry (same formula, charge and spin) at 5.8560 eV. Its largest force on an atom is 0.0651 Eh/bohr.



[3]
Formula: C6H38N2O11
Source: the Open Molecules 2025 dataset
Level of theory: the ωB97M-V functional and the def2-TZVPD basis

The geometry in ORCA input format:
```
! RIJCOSX wB97M-V def2-TZVPD def2/J DEFGRID3
* xyz 1 2
O 2.511 0.963 3.182
O -0.443 2.227 4.108
O 0.051 -4.250 -1.983
O -0.346 1.725 -4.142
O -3.592 -1.563 1.549
O -1.706 1.393 -1.646
O -0.223 0.329 2.201
O -2.724 -3.328 -2.916
O -2.554 1.164 0.940
O 1.732 -1.556 3.267
O -3.289 -1.135 -1.374
N 1.652 1.567 0.302
N -0.530 -1.109 -0.630
C 1.492 3.805 -0.670
C 1.974 2.374 -0.898
C 3.058 -1.835 -0.631
C 1.689 0.162 -0.041
C 0.587 -0.294 -1.041
C 3.119 -0.295 -0.521
H 0.789 1.927 0.704
H -0.533 -1.384 0.359
H -4.360 -1.658 2.118
H 2.552 -2.059 -1.579
H 1.593 1.955 -1.822
H 1.672 4.417 -1.555
H -3.350 -0.641 1.560
H -3.034 -2.530 -2.469
H 0.269 -3.873 -2.842
H 0.451 3.982 -0.383
H 3.054 2.549 -0.856
H 3.447 1.046 2.971
H 0.974 -0.894 -1.887
H -1.754 0.631 1.061
H -1.918 1.706 -0.767
H 0.185 -0.376 2.720
H 0.071 -3.442 -1.471
H 2.229 -0.723 3.182
H -0.641 2.863 4.786
H -1.410 -0.581 -0.664
H -2.581 1.859 1.602
H 2.078 4.359 0.071
H -3.685 -1.360 -0.518
H 3.861 -0.283 0.284
H -0.405 1.345 4.490
H -0.145 1.102 2.757
H 2.310 -2.215 3.657
H 3.384 0.306 -1.385
H 4.044 -2.288 -0.732
H -4.074 -0.904 -1.878
H -1.087 1.360 -3.664
H 0.070 0.524 -1.558
H 1.644 -0.485 0.833
H 2.518 -2.377 0.137
H -1.912 -3.550 -2.439
H -0.039 2.342 -3.481
H 2.066 1.346 2.411
H -2.450 0.872 -1.960
*
```

The orbital gap (spin up / spin down) comes out at 10.1190 / 5.0371 eV. The calculation puts the energy relative to the best compared isomer or geometry (same formula, charge and spin) at 0.9678 eV. Its largest force on an atom is 0.0649 Eh/bohr.



[4]
Formula: C5H12N3
Source: the Open Molecules 2025 dataset
Level of theory: the ωB97M-V functional and the def2-TZVPD basis

The geometry in ORCA input format:
```
! RIJCOSX wB97M-V def2-TZVPD def2/J DEFGRID3
* xyz 1 1
N -0.471 0.327 -0.225
N 0.078 -2.098 -0.753
N -0.465 1.492 0.610
C -0.519 -1.165 -0.021
C -1.642 2.397 0.480
C 0.580 1.267 -0.464
C 0.027 -3.496 -0.464
C 1.968 0.948 -0.146
H 2.644 0.553 -0.924
H -2.482 2.005 1.132
H 0.969 -3.955 -0.143
H -0.726 -3.842 0.232
H -0.162 -4.088 -1.397
H -1.417 3.497 0.876
H 0.231 1.832 -1.370
H 2.667 1.751 0.121
H -1.919 2.396 -0.602
H 2.089 0.086 0.630
H -0.203 1.490 1.626
H -1.245 -1.397 0.804
*
```

The orbital gap comes out at 10.2245 eV. The calculation puts the energy relative to the best compared isomer or geometry (same formula, charge and spin) at 5.2474 eV. Its largest force on an atom is 0.1143 Eh/bohr. As for the SMILES: C/N=C/N1[C@H](C)[N@H+]1C.



no.,total energy (Ha)
1,-815.41526
2,-174.59637
3,-1188.20706
4,-361.57528